[1]
{"formula": "C45H48Br2F4N2O2PRhSSi", "method": "ωB97M-V with the def2-TZVPD basis set", "lumo_ev": [-8.539, -8.545], "homo_lumo_gap_ev": [4.48, 4.47], "e_tot_ha": -8690.10948, "homo_ha": [-0.478, -0.478], "charge": 2, "species": ["Rh", "F", "C", "C", "F", "C", "F", "C", "P", "C", "C", "C", "C", "C", "C", "C", "C", "C", "C", "C", "C", "C", "Br", "C", "F", "H", "H", "H", "H", "H", "H", "H", "H", "H", "H", "O", "S", "O", "N", "C", "C", "C", "C", "C", "C", "C", "C", "N", "C", "C", "C", "C", "C", "C", "C", "H", "H", "H", "H", "H", "H", "H", "H", "H", "H", "H", "C", "C", "C", "C", "Si", "Br", "C", "C", "C", "C", "C", "C", "C", "C", "H", "H", "H", "H", "H", "H", "H", "H", "H", "H", "H", "H", "H", "H", "H", "H", "H", "H", "H", "H", "H", "H", "H", "H", "H", "H", "H"], "positions_angstrom": [[-0.060, 0.255, -1.638], [4.170, 6.036, -1.962], [3.781, 4.774, -1.960], [4.717, 3.740, -1.933], [6.014, 4.009, -1.916], [4.280, 2.417, -1.910], [5.196, 1.450, -1.877], [2.927, 2.077, -1.911], [2.386, 0.310, -1.831], [3.073, -0.329, -3.386], [2.239, -0.286, -4.505], [2.708, -0.713, -5.732], [4.006, -1.190, -5.846], [4.825, -1.257, -4.729], [4.366, -0.831, -3.495], [3.415, -0.393, -0.511], [3.566, -1.780, -0.490], [4.323, -2.388, 0.491], [4.935, -1.615, 1.467], [4.783, -0.238, 1.454], [4.006, 0.375, 0.487], [2.009, 3.125, -1.974], [0.124, 2.821, -2.031], [2.426, 4.453, -1.986], [1.516, 5.416, -2.011], [1.219, 0.077, -4.393], [2.068, -0.675, -6.602], [4.377, -1.515, -6.805], [5.832, -1.636, -4.817], [5.012, -0.883, -2.632], [3.104, -2.381, -1.260], [4.446, -3.461, 0.492], [5.533, -2.085, 2.231], [5.281, 0.361, 2.201], [3.890, 1.447, 0.498], [-2.379, 2.389, -1.675], [-3.265, 1.258, -1.648], [-3.890, 0.950, -0.393], [-2.276, -0.056, -2.007], [-2.740, -1.299, -1.996], [-4.101, -1.661, -1.967], [-4.477, -2.991, -1.862], [-3.541, -4.004, -1.801], [-2.163, -3.708, -1.895], [-1.154, -4.692, -1.904], [0.150, -4.311, -2.109], [0.447, -2.955, -2.254], [-0.464, -2.006, -2.151], [-1.756, -2.355, -2.008], [-4.445, 1.402, -2.977], [-5.767, 1.677, -2.682], [-6.662, 1.832, -3.730], [-6.224, 1.705, -5.039], [-4.890, 1.440, -5.316], [-3.987, 1.292, -4.276], [-4.850, -0.889, -1.987], [-5.527, -3.235, -1.821], [-3.849, -5.033, -1.692], [-1.418, -5.731, -1.775], [0.939, -5.043, -2.174], [1.455, -2.628, -2.477], [-6.070, 1.773, -1.652], [-7.696, 2.061, -3.522], [-6.924, 1.820, -5.851], [-4.554, 1.361, -6.338], [-2.941, 1.104, -4.461], [-3.359, -0.246, 3.358], [-2.376, 0.886, 3.649], [-2.506, 1.312, 5.113], [-2.731, 2.050, 2.723], [-0.515, 0.284, 3.353], [-0.321, 0.309, 0.790], [-0.129, -1.618, 3.672], [-0.466, -1.962, 5.127], [-0.916, -2.545, 2.742], [1.356, -1.909, 3.419], [0.894, 1.558, 3.865], [1.262, 1.320, 5.335], [0.445, 3.013, 3.697], [2.159, 1.376, 3.018], [-4.371, 0.139, 3.475], [-3.248, -1.080, 4.045], [-3.265, -0.592, 2.331], [-3.540, 1.589, 5.313], [-1.889, 2.177, 5.341], [-2.240, 0.507, 5.795], [-3.707, 2.435, 3.017], [-2.810, 1.721, 1.690], [-2.027, 2.872, 2.782], [-1.524, -1.837, 5.336], [0.095, -1.347, 5.824], [-0.211, -3.001, 5.320], [-1.987, -2.466, 2.878], [-0.631, -3.573, 2.955], [-0.678, -2.343, 1.702], [1.996, -1.415, 4.142], [1.644, -1.611, 2.414], [1.524, -2.979, 3.516], [0.396, 1.403, 5.984], [1.984, 2.072, 5.648], [1.715, 0.343, 5.475], [-0.398, 3.259, 4.335], [0.196, 3.231, 2.661], [1.261, 3.670, 3.987], [2.589, 0.389, 3.123], [2.900, 2.100, 3.346], [1.955, 1.553, 1.968]], "lowdin_charge": [0.42, 0.18, -0.11, -0.11, 0.16, -0.21, 0.12, -0.28, 1.04, -0.36, -0.10, -0.06, -0.04, -0.04, -0.08, -0.36, -0.10, -0.05, -0.04, -0.06, -0.10, -0.50, 1.06, -0.24, 0.11, 0.09, 0.12, 0.12, 0.12, 0.11, 0.09, 0.12, 0.12, 0.12, 0.11, -0.47, 0.62, -0.28, -0.14, -0.27, 0.04, -0.02, 0.03, -0.13, 0.05, 0.00, -0.09, 0.05, -0.15, -0.31, -0.05, -0.04, -0.04, -0.05, -0.06, 0.11, 0.13, 0.13, 0.14, 0.12, 0.09, 0.12, 0.12, 0.12, 0.12, 0.11, -0.09, -0.62, -0.07, -0.10, 0.84, 0.50, -0.62, -0.07, -0.11, -0.10, -0.61, -0.07, -0.09, -0.13, 0.10, 0.07, 0.07, 0.10, 0.07, 0.08, 0.10, 0.03, 0.06, 0.07, 0.08, 0.10, 0.06, 0.09, 0.03, 0.07, 0.06, 0.09, 0.08, 0.10, 0.07, 0.07, 0.08, 0.09, 0.05, 0.10, 0.03]}


[2]
{"formula": "C37H76F3N4O5S", "method": "ωB97M-V with the def2-TZVPD basis set", "lumo_ev": -10.354, "homo_lumo_gap_ev": 6.10, "e_tot_ha": -2747.22994, "homo_ha": -0.605, "charge": 3, "species": ["C", "C", "C", "N", "C", "C", "C", "C", "C", "C", "H", "H", "H", "H", "H", "H", "H", "H", "H", "H", "H", "H", "H", "H", "H", "H", "H", "H", "H", "H", "C", "C", "C", "N", "C", "C", "C", "C", "C", "C", "H", "H", "H", "H", "H", "H", "H", "H", "H", "H", "H", "H", "H", "H", "H", "H", "H", "H", "H", "H", "C", "C", "C", "C", "C", "C", "N", "O", "C", "C", "C", "H", "H", "H", "H", "H", "H", "H", "H", "H", "H", "H", "H", "H", "H", "H", "H", "H", "H", "C", "C", "C", "C", "C", "C", "N", "O", "C", "C", "C", "H", "H", "H", "H", "H", "H", "H", "H", "H", "H", "H", "H", "H", "H", "H", "H", "H", "H", "C", "F", "F", "F", "S", "O", "O", "O"], "positions_angstrom": [[-4.302, -0.550, -3.586], [-3.838, -1.961, -3.544], [-2.387, -1.917, -3.180], [-1.695, -3.343, -2.995], [-0.149, -3.216, -3.054], [0.659, -4.538, -2.759], [0.154, -5.201, -1.482], [-1.352, -5.203, -1.230], [-2.059, -3.872, -1.585], [-2.144, -4.347, -4.083], [-3.714, 0.000, -4.320], [-4.265, 0.054, -2.680], [-5.337, -0.411, -3.900], [-3.940, -2.406, -4.534], [-4.358, -2.551, -2.789], [-2.194, -1.275, -2.321], [-1.878, -1.378, -3.978], [0.194, -2.524, -2.285], [0.091, -2.905, -4.071], [1.730, -4.345, -2.708], [0.507, -5.247, -3.573], [0.479, -4.625, -0.616], [0.634, -6.176, -1.400], [-1.619, -5.487, -0.212], [-1.646, -5.982, -1.933], [-1.730, -3.025, -0.983], [-3.143, -3.809, -1.486], [-1.937, -3.906, -5.057], [-3.181, -4.562, -3.824], [-1.647, -5.300, -3.900], [-3.477, 4.835, 2.740], [-2.304, 5.605, 2.064], [-1.058, 4.785, 1.942], [0.149, 5.386, 1.139], [1.384, 4.370, 1.127], [2.424, 4.484, -0.023], [1.806, 4.740, -1.387], [0.820, 5.867, -1.331], [-0.406, 5.694, -0.322], [0.496, 6.706, 1.867], [-3.192, 4.174, 3.559], [-3.870, 4.037, 2.109], [-4.405, 5.347, 2.994], [-2.219, 6.550, 2.601], [-2.668, 5.820, 1.060], [-1.200, 3.848, 1.404], [-0.686, 4.399, 2.890], [0.910, 3.394, 1.026], [1.821, 4.384, 2.125], [3.160, 3.679, -0.038], [3.045, 5.330, 0.270], [1.182, 3.930, -1.765], [2.574, 4.886, -2.146], [0.342, 5.878, -2.311], [1.265, 6.833, -1.094], [-0.915, 4.781, -0.630], [-1.143, 6.496, -0.287], [0.850, 6.480, 2.872], [-0.458, 7.228, 1.949], [1.255, 7.250, 1.305], [-2.439, -0.823, 4.337], [-1.667, -0.639, 3.044], [-1.672, -1.996, 2.256], [-3.016, -2.483, 1.760], [-3.561, -1.390, 0.783], [-3.689, 0.050, 1.369], [-2.432, 0.334, 2.231], [-2.085, 1.634, 2.508], [-4.968, 0.251, 2.244], [-3.817, 1.019, 0.206], [-0.205, -0.226, 3.190], [-1.857, -1.594, 4.843], [-3.474, -1.155, 4.259], [-2.562, 0.027, 5.008], [-1.067, -2.728, 2.790], [-0.949, -1.970, 1.440], [-3.720, -2.801, 2.528], [-2.734, -3.364, 1.184], [-4.594, -1.623, 0.524], [-2.923, -1.241, -0.088], [-4.870, 1.124, 2.889], [-5.116, -0.670, 2.808], [-5.918, 0.254, 1.709], [-3.180, 0.835, -0.659], [-3.635, 2.013, 0.614], [-4.841, 0.950, -0.160], [0.272, 0.072, 2.256], [0.322, -0.936, 3.827], [-0.176, 0.720, 3.732], [6.485, -0.352, 2.082], [5.606, -0.608, 0.848], [6.483, -1.147, -0.332], [5.678, -1.818, -1.429], [4.893, -3.036, -0.802], [3.922, -2.684, 0.302], [4.583, -1.694, 1.257], [3.956, -1.624, 2.519], [3.682, -4.104, 0.990], [2.629, -2.016, -0.213], [4.966, 0.724, 0.393], [7.348, 0.259, 1.819], [6.986, -1.237, 2.475], [5.985, 0.192, 2.882], [7.204, -1.886, 0.018], [7.081, -0.337, -0.749], [6.296, -2.203, -2.241], [4.974, -1.101, -1.852], [5.557, -3.830, -0.463], [4.311, -3.532, -1.578], [2.939, -4.201, 1.782], [4.626, -4.377, 1.464], [3.369, -4.852, 0.262], [2.940, -1.152, -0.800], [2.017, -1.628, 0.602], [1.947, -2.728, -0.678], [4.286, 0.545, -0.439], [5.629, 1.441, -0.091], [4.422, 1.262, 1.170], [-0.423, 1.006, -2.685], [-1.685, 1.219, -2.950], [0.015, -0.061, -3.354], [0.321, 2.110, -2.968], [-0.049, 0.706, -0.849], [-0.779, 1.671, -0.068], [-0.482, -0.689, -0.675], [1.439, 0.933, -0.721]], "lowdin_charge": [-0.09, -0.24, -0.13, -0.19, -0.08, -0.14, -0.20, -0.14, -0.09, 0.05, 0.09, 0.06, 0.10, 0.12, 0.12, 0.09, 0.12, 0.10, 0.13, 0.11, 0.11, 0.09, 0.13, 0.13, 0.11, 0.09, 0.13, 0.12, 0.11, 0.09, -0.08, -0.21, -0.15, -0.20, -0.05, -0.15, -0.19, -0.15, -0.04, 0.04, 0.07, 0.05, 0.09, 0.11, 0.11, 0.09, 0.14, 0.10, 0.13, 0.11, 0.11, 0.09, 0.13, 0.12, 0.11, 0.12, 0.13, 0.11, 0.09, 0.11, 0.02, -0.45, -0.14, -0.13, -0.09, -0.40, 0.15, 0.13, 0.02, -0.02, 0.00, 0.12, 0.09, 0.11, 0.13, 0.10, 0.12, 0.10, 0.14, 0.08, 0.10, 0.08, 0.11, 0.06, 0.08, 0.11, 0.09, 0.11, 0.09, -0.02, -0.40, -0.12, -0.13, -0.13, -0.42, 0.16, 0.16, 0.00, 0.01, 0.00, 0.11, 0.10, 0.09, 0.13, 0.14, 0.13, 0.11, 0.13, 0.13, 0.08, 0.10, 0.09, 0.07, 0.08, 0.08, 0.07, 0.11, 0.10, -0.64, 0.17, 0.13, 0.11, 0.52, -0.33, -0.36, -0.35]}


[3]
{"formula": "C5H34N2O11", "method": "ωB97M-V with the def2-TZVPD basis set", "de_lowest_ev": 4.9946, "lumo_ev": 0.075, "homo_lumo_gap_ev": 8.97, "e_tot_ha": -1147.92658, "homo_ha": -0.327, "smiles": "[H]/N=C\\NCCCC.O.O.O.O.O.O.O.O.O.O.O", "charge": 0, "species": ["C", "C", "C", "C", "N", "C", "N", "H", "H", "H", "H", "H", "H", "H", "H", "H", "H", "H", "H", "H", "H", "O", "H", "H", "O", "H", "H", "O", "H", "H", "O", "H", "H", "O", "H", "H", "O", "H", "H", "O", "H", "H", "O", "H", "H", "O", "H", "H", "O", "H", "H", "O"], "positions_angstrom": [[2.928, -1.510, 1.845], [1.561, -0.526, 2.028], [1.936, 0.591, 2.991], [0.962, 1.791, 2.993], [1.221, 2.422, 1.734], [0.309, 2.576, 0.715], [0.130, 3.528, -0.139], [3.297, -1.588, 2.838], [2.946, -2.530, 1.326], [3.572, -0.935, 1.168], [0.647, -1.178, 2.309], [1.322, -0.233, 0.953], [2.975, 0.910, 2.805], [2.026, 0.182, 4.005], [-0.060, 1.417, 3.027], [1.297, 2.477, 3.821], [1.982, 3.105, 1.842], [-0.311, 1.636, 0.406], [0.641, 4.374, -0.094], [-2.070, 1.027, 1.089], [-1.693, 0.442, 2.509], [-1.327, 0.948, 1.684], [0.825, 2.468, -2.390], [2.104, 2.138, -1.849], [1.543, 1.926, -2.549], [3.137, -1.996, -2.194], [1.794, -2.832, -2.064], [2.213, -2.013, -2.349], [-1.934, -1.725, -3.193], [-1.776, -1.946, -1.791], [-2.280, -1.408, -2.365], [-0.271, -3.228, 0.898], [-0.367, -4.460, 0.185], [0.254, -3.880, 0.609], [-3.358, -0.921, 1.922], [-2.543, -1.595, 2.947], [-2.578, -1.455, 1.994], [-1.785, 0.904, -2.018], [-2.589, 2.356, -1.569], [-2.573, 1.410, -1.542], [-1.298, 0.991, -3.985], [-0.068, 1.816, -3.917], [-0.997, 1.868, -3.929], [-3.705, 0.907, -0.408], [-4.013, -0.525, -0.437], [-4.323, 0.250, -0.020], [1.087, -1.108, -4.567], [0.885, -1.750, -3.241], [0.378, -1.373, -3.990], [0.005, -0.782, -0.140], [-1.407, -1.425, 0.347], [-0.652, -1.538, -0.252]], "lowdin_charge": [-0.07, -0.21, -0.23, -0.21, -0.01, -0.32, 0.07, 0.03, 0.08, 0.05, 0.11, 0.08, 0.11, 0.11, 0.09, 0.13, 0.14, 0.11, 0.01, 0.03, 0.11, -0.14, -0.04, 0.00, 0.00, 0.05, 0.07, -0.02, 0.02, -0.02, -0.03, -0.08, 0.04, -0.01, 0.03, 0.07, -0.04, 0.11, 0.05, -0.09, 0.00, -0.01, -0.01, -0.01, -0.01, -0.06, 0.03, -0.02, -0.07, 0.07, 0.02, -0.09]}


- Which value of charge does entry 1 give?
  +2


- Among the records above, which one has the highest charge?
  C37H76F3N4O5S